[1]
{
  "formula": "C3H8ClN3",
  "method": "ωB97M-V/def2-TZVPD",
  "relative_energy_ev": 3.355,
  "e_lumo_ev": [0.367, 0.367],
  "charge": 0,
  "gap_ev": [8.81, 8.81],
  "fmax_ev_per_a": 4.62,
  "symbols": ["H", "C", "N", "H", "Cl", "H", "N", "H", "H", "H", "C", "N", "C", "H", "H"],
  "coordinates": [[1.495, -0.619, 1.406], [-0.927, 0.775, 0.636], [0.020, 1.762, 0.614], [0.923, 1.428, 0.461], [-3.212, -0.429, 0.989], [0.153, -1.239, -2.140], [-2.104, 0.865, 1.019], [1.659, -2.181, 0.369], [-1.306, -0.506, -1.469], [0.071, 0.542, -1.598], [-0.200, -0.514, -1.391], [0.042, -0.864, -0.077], [1.380, -1.024, 0.402], [-0.232, 2.656, 1.016], [2.237, -0.651, -0.237]]
}

***

[2]
{
  "formula": "C21H14Cl2F6N3O6S3Sr",
  "method": "ωB97M-V/def2-TZVPD",
  "relative_energy_ev": 0.131,
  "e_lumo_ev": 2.467,
  "charge": -1,
  "gap_ev": 7.33,
  "fmax_ev_per_a": 0.29,
  "symbols": ["H", "C", "O", "C", "S", "H", "H", "N", "C", "C", "C", "O", "C", "N", "C", "H", "H", "F", "Cl", "S", "C", "C", "F", "H", "C", "C", "F", "H", "C", "F", "H", "F", "C", "H", "O", "C", "Sr", "S", "O", "O", "C", "H", "H", "O", "Cl", "C", "C", "H", "C", "C", "C", "F", "H", "N", "H", "C"],
  "coordinates": [[5.365, 1.026, 6.576], [0.831, 4.497, 2.723], [-1.928, -1.744, 0.839], [0.903, 2.734, 1.082], [-0.571, -3.169, -1.689], [-1.547, -3.834, 3.123], [-0.461, 4.078, 4.419], [1.392, -2.475, 6.357], [-0.070, 3.736, 3.471], [4.564, 0.299, 6.530], [1.320, 4.003, 1.539], [1.416, -0.307, 3.209], [-1.966, -1.859, 3.867], [-2.093, -2.824, -1.459], [-4.265, -1.965, -0.325], [-1.112, 1.865, 3.513], [2.030, 4.557, 0.942], [-4.781, -1.032, 0.477], [0.652, -4.772, 4.572], [1.535, 2.052, -0.390], [-1.570, -0.879, 4.761], [2.812, -0.941, 7.585], [-4.883, -1.912, -1.498], [1.154, 5.469, 3.079], [-0.475, -1.079, 5.578], [3.234, -1.257, 5.225], [0.953, -5.055, -0.729], [1.714, -3.429, 6.277], [3.023, -1.972, 3.922], [-1.123, -5.629, -0.965], [-2.809, -1.697, 3.213], [-4.472, -3.159, 0.224], [4.260, -0.318, 5.329], [3.973, -2.037, 3.388], [-2.344, -0.328, -1.093], [3.847, -0.028, 7.673], [0.381, -0.372, 0.780], [-2.465, -1.632, -0.507], [0.322, -2.171, -1.136], [-0.341, -3.652, -3.009], [0.285, -2.254, 5.531], [-2.113, 0.052, 4.841], [4.084, 0.435, 8.622], [1.893, -1.990, 1.844], [-0.078, 0.186, 6.698], [-1.266, -3.051, 3.814], [2.027, -1.361, 2.933], [4.833, -0.079, 4.440], [-0.175, -3.235, 4.643], [-0.304, -4.637, -0.605], [-0.433, 2.508, 2.964], [-0.537, -4.337, 0.670], [2.212, -1.192, 8.450], [0.016, 2.022, 1.805], [2.704, -3.003, 4.081], [2.488, -1.536, 6.372]]
}

***

[3]
{
  "formula": "C33H122O28",
  "method": "ωB97M-V/def2-TZVPD",
  "e_lumo_ev": -0.013,
  "charge": 0,
  "gap_ev": 9.30,
  "fmax_ev_per_a": 3.14,
  "symbols": ["O", "C", "C", "C", "O", "O", "H", "O", "H", "H", "H", "C", "H", "H", "H", "H", "H", "O", "H", "O", "H", "H", "H", "H", "H", "H", "O", "H", "H", "O", "C", "H", "H", "H", "H", "O", "H", "H", "H", "H", "C", "H", "H", "H", "H", "H", "H", "H", "C", "H", "C", "H", "H", "O", "C", "H", "H", "H", "H", "C", "H", "H", "C", "H", "H", "O", "O", "C", "C", "H", "C", "C", "H", "H", "O", "O", "C", "H", "H", "H", "H", "H", "H", "H", "H", "C", "H", "H", "H", "H", "H", "H", "H", "H", "O", "C", "H", "O", "C", "H", "C", "H", "O", "H", "H", "C", "H", "H", "H", "H", "H", "H", "C", "O", "H", "H", "H", "H", "H", "H", "H", "H", "H", "H", "H", "C", "H", "H", "H", "O", "H", "C", "H", "O", "H", "H", "H", "H", "O", "C", "O", "H", "H", "H", "H", "H", "H", "H", "H", "H", "H", "C", "C", "O", "H", "H", "O", "H", "H", "C", "H", "H", "O", "H", "O", "H", "O", "H", "H", "C", "H", "H", "H", "C", "C", "H", "H", "H", "C", "C", "H", "H", "O"],
  "coordinates": [[-2.559, -1.907, 1.223], [-0.699, -1.717, -4.846], [-3.183, 2.130, -5.691], [2.020, 6.177, 3.796], [3.065, 6.073, 2.922], [-0.701, -0.672, -5.797], [-0.401, -0.536, -1.000], [-1.551, -4.041, -1.452], [-5.499, 0.598, -4.141], [-2.754, -3.091, -2.203], [1.825, 0.425, -0.615], [-5.316, -3.810, -2.134], [-1.354, 3.244, -6.018], [2.321, -1.571, 5.758], [-6.100, -4.314, -2.699], [0.986, 1.021, 7.526], [0.385, 6.546, -3.670], [-1.006, 1.469, 6.360], [-1.156, 6.078, -0.358], [-2.771, 0.935, -5.112], [0.544, 5.888, -2.084], [2.072, -5.953, -4.504], [3.658, 6.762, 3.227], [5.237, -0.564, 0.704], [1.468, 0.961, 0.991], [-0.324, 0.513, 3.921], [-0.735, 7.460, -2.173], [3.933, 4.869, -4.441], [4.887, 3.230, -1.052], [0.494, -4.881, -2.745], [6.429, 1.871, -1.505], [-0.333, -6.750, -2.756], [-4.867, 0.732, 1.012], [0.724, 5.643, 1.142], [1.139, 0.956, -4.438], [-3.609, 0.177, -2.448], [-1.693, -2.165, -4.877], [-3.138, 2.068, -6.778], [-5.022, 1.529, -1.711], [5.331, -2.163, 1.427], [0.959, 2.101, 7.381], [-4.929, -4.445, -1.336], [-0.561, -4.027, 1.173], [2.634, 7.267, -2.628], [-2.326, -5.790, -0.693], [1.710, 7.932, -1.254], [-0.766, -1.497, 1.216], [-0.158, -1.902, -2.846], [3.755, -1.946, -0.204], [-3.633, 1.109, 2.208], [-2.186, 3.178, -5.318], [-5.852, -3.006, -1.631], [3.035, -1.289, 2.755], [3.007, -2.370, 0.972], [4.222, -4.920, 3.539], [-2.917, 2.913, -1.068], [1.095, 6.396, 3.262], [2.382, 6.970, 4.451], [1.181, 4.178, 4.143], [-3.618, -5.307, 3.552], [-1.439, -6.312, 5.220], [5.573, 1.156, 3.549], [-3.454, 3.861, -1.111], [-4.849, -2.726, -3.929], [6.500, -2.210, -2.859], [1.382, -1.537, 5.579], [-0.805, -2.777, 4.166], [-4.397, 4.186, 0.178], [1.691, 7.721, -2.323], [0.002, -2.415, 4.532], [5.795, -1.650, -3.474], [-1.952, -4.826, -0.348], [0.987, -2.076, 6.264], [6.770, 0.839, -1.420], [0.820, 1.858, -4.470], [2.072, -5.817, 4.132], [0.423, 6.830, -2.618], [-3.427, -2.034, 5.966], [6.031, -1.832, -0.054], [-6.268, -0.774, -3.256], [-3.949, -5.489, 4.574], [-1.141, 0.116, 2.710], [0.145, -5.320, 0.092], [2.099, -2.082, 0.847], [-2.801, -4.600, 3.692], [-4.708, 1.021, 2.050], [-5.166, 3.444, 0.394], [4.628, -4.188, 2.841], [-4.980, -0.054, 3.719], [0.397, 4.461, -0.237], [1.251, -4.538, -3.226], [-2.767, -2.572, 0.566], [5.365, 2.559, 0.458], [-3.828, -4.060, -3.556], [-3.474, 4.118, 1.218], [1.045, -6.317, -4.458], [-0.120, 1.774, -4.627], [-1.218, 0.313, 3.643], [0.054, 2.414, 6.217], [-0.805, 8.371, -2.468], [-0.750, -4.905, 0.556], [-2.606, 4.183, -5.360], [-3.331, -2.442, -2.612], [1.690, 8.664, -2.869], [-1.004, -0.382, -3.190], [-4.334, -3.209, -3.099], [0.008, -2.535, -4.990], [4.288, 0.496, 4.002], [6.020, 1.180, -3.259], [0.636, -0.516, -3.724], [-5.168, 1.985, 2.266], [-0.903, -4.509, -1.985], [1.940, 4.823, 4.585], [-0.785, -5.963, 4.615], [0.387, -5.709, -5.079], [3.401, -1.113, -0.811], [4.539, -4.653, 4.547], [-4.781, 5.206, 0.207], [-1.417, 1.385, 5.497], [-3.170, 0.847, -4.243], [1.436, -6.548, -2.303], [2.132, -3.923, 3.546], [-3.492, -0.762, -2.286], [-0.963, -5.023, 4.584], [-3.352, -1.840, 1.756], [0.619, -6.262, -2.965], [4.651, -5.909, 3.381], [1.520, 3.528, -4.655], [1.638, 5.123, 5.589], [-4.693, -4.598, 2.978], [-5.149, -0.082, -1.225], [1.049, 0.898, -0.013], [-2.899, 4.789, -1.250], [5.118, 0.842, 4.331], [-3.259, -6.218, 3.073], [-5.106, -4.039, 3.640], [3.807, -2.683, -1.006], [-1.808, 3.118, -4.297], [6.320, -0.478, -4.058], [-0.274, -1.097, -3.571], [-1.206, 5.643, 0.496], [1.051, -7.321, -4.880], [5.020, -1.214, -2.844], [7.303, 2.517, -1.423], [5.489, -2.366, -4.236], [-1.101, 0.414, 0.265], [-6.807, 0.910, -2.982], [3.804, 3.152, -4.815], [-1.168, -2.067, 3.636], [2.382, -0.946, 4.077], [-2.681, 4.607, 0.987], [3.347, 3.968, -4.255], [2.689, -4.837, 3.338], [0.060, -1.047, 1.024], [2.935, 4.416, 4.769], [0.513, 2.524, 8.281], [-5.372, 0.076, 2.852], [0.775, 1.924, -0.256], [2.386, -5.024, 2.308], [5.116, -1.628, 0.502], [0.610, 2.204, 5.303], [-1.478, -0.127, -5.652], [2.088, 4.290, -4.795], [7.076, -0.622, -4.632], [3.122, -0.714, 3.515], [-0.216, 3.470, 6.226], [6.155, 2.046, -2.866], [1.115, -5.881, 4.098], [4.297, 1.648, -0.713], [-4.901, 0.518, -2.100], [3.270, 3.713, -3.199], [-2.934, -1.890, 4.542], [-2.810, -4.365, 0.142], [5.168, 2.289, -0.579], [-5.955, 0.269, -3.208], [-4.050, 3.809, -2.021], [-0.248, 4.147, 1.414], [-4.231, 2.273, -5.427], [-0.187, -0.107, -0.021], [0.053, 4.909, 0.695], [-0.932, -5.720, 1.256], [1.920, 2.566, 7.162], [-3.681, -1.696, 5.107]]
}

***

[4]
{
  "formula": "C45H76O27S8",
  "method": "ωB97M-V/def2-TZVPD",
  "e_lumo_ev": 0.045,
  "smiles": "CCOS(C)(=O)=O.CCOS(C)(=O)=O.CCOS(C)(=O)=O.CCOS(C)(=O)=O.CCOS(C)(=O)=O.O=S1(=O)OCCO1.O=S1(=O)OCCO1.O=S1(=O)OCCO1.c1ccccc1.c1ccccc1.c1ccccc1.c1ccccc1",
  "charge": 0,
  "gap_ev": 8.95,
  "fmax_ev_per_a": 6.58,
  "symbols": ["O", "H", "O", "C", "C", "H", "C", "C", "C", "C", "O", "H", "H", "H", "H", "C", "C", "H", "H", "H", "H", "C", "H", "H", "C", "H", "S", "O", "O", "S", "O", "C", "C", "C", "H", "S", "H", "H", "H", "O", "C", "H", "O", "O", "S", "C", "C", "H", "C", "C", "O", "H", "H", "C", "H", "O", "C", "C", "H", "H", "H", "H", "O", "H", "H", "H", "C", "C", "H", "O", "H", "H", "S", "H", "H", "C", "S", "H", "H", "C", "H", "C", "C", "O", "C", "O", "C", "O", "S", "H", "H", "H", "H", "O", "O", "H", "C", "C", "H", "O", "O", "H", "H", "O", "C", "H", "H", "H", "H", "H", "C", "C", "H", "H", "O", "C", "C", "S", "H", "H", "C", "H", "C", "H", "C", "H", "C", "H", "H", "H", "O", "H", "C", "H", "H", "H", "H", "H", "O", "H", "H", "H", "C", "H", "H", "C", "H", "H", "O", "H", "H", "O", "C", "C", "H", "O"],
  "coordinates": [[6.916, 3.492, 0.279], [2.115, -2.775, 0.405], [7.951, 5.431, 1.602], [-1.316, 4.598, -2.704], [0.561, 1.777, 5.132], [-0.129, 2.468, 5.616], [-6.086, -0.694, 3.302], [4.977, 2.721, -0.731], [4.080, -0.040, 5.761], [-1.231, -1.260, 0.478], [-2.025, -6.496, -0.097], [2.788, 2.328, -5.516], [1.620, -4.189, -1.522], [-3.602, -8.963, -0.795], [-2.730, -4.803, -2.034], [6.019, 2.391, 0.269], [2.064, 4.188, 2.560], [4.027, -0.246, 6.820], [5.100, -2.801, -3.461], [-3.958, -0.968, 3.220], [-3.758, -9.587, 0.917], [7.741, 3.083, 2.846], [-4.563, -8.230, 0.450], [5.127, 5.511, -3.660], [4.672, 5.388, -4.643], [-1.416, -1.851, 1.375], [2.972, 4.682, -4.364], [-2.404, -0.664, -5.321], [-1.002, -8.777, 0.557], [0.469, 0.329, -0.545], [2.355, 5.382, -3.228], [0.633, 5.153, 0.453], [0.302, 5.532, 1.758], [4.336, 1.532, 3.989], [3.291, -1.859, 5.273], [-4.462, -4.311, 0.317], [4.578, 3.672, -0.378], [-0.926, 0.889, -6.676], [-7.190, -2.358, -0.097], [1.681, 1.054, -0.108], [4.816, -2.102, -1.427], [3.210, -4.104, -3.539], [-7.097, -0.356, 4.250], [-7.781, -2.715, 5.002], [-0.676, -0.333, 4.654], [-0.254, 0.184, -6.187], [2.772, -2.795, -0.452], [0.169, 3.016, -2.648], [-6.118, -2.383, 0.103], [3.441, 2.146, -4.662], [5.646, 4.645, 2.219], [-6.184, -0.073, 2.412], [4.142, 2.046, -0.918], [3.169, 0.940, -3.787], [-2.305, -7.396, -1.820], [-4.647, -3.663, -1.162], [-4.723, -0.555, 3.878], [-3.052, 2.594, -3.564], [-0.538, 6.195, 1.899], [-0.583, -6.924, -1.326], [7.047, 2.246, 2.924], [-3.660, -3.379, -5.418], [-0.947, 1.067, 0.063], [3.073, 2.928, 1.135], [-0.580, -1.475, -4.752], [4.880, 1.980, 5.940], [3.375, -0.554, 3.478], [-1.640, -6.660, -1.368], [0.170, 5.622, -0.402], [-1.867, -0.710, 5.463], [-1.056, -1.894, -6.381], [-6.055, -1.464, 0.687], [-2.114, -7.906, 0.886], [0.164, 0.522, -5.239], [4.389, 2.014, -5.184], [-2.635, 4.900, -3.042], [-3.212, -1.445, -4.065], [1.786, 3.843, -0.810], [1.587, 2.077, 5.347], [-0.871, 3.266, -2.799], [-1.419, -1.972, -0.325], [2.536, -3.618, -1.517], [-3.445, 3.908, -3.470], [-2.459, -1.287, -2.856], [1.563, 4.159, 0.198], [3.436, 3.202, -3.744], [4.503, -2.842, -2.563], [-2.264, -7.487, 2.269], [-7.446, -1.387, 5.506], [4.243, -1.553, 0.595], [2.145, 0.895, -3.416], [6.534, 1.463, 0.023], [-4.429, -1.032, 4.813], [-4.601, -5.749, 0.384], [-5.843, -3.553, 0.869], [-8.680, 0.479, 5.862], [-1.074, -1.091, -5.644], [3.597, -0.933, 4.810], [-6.280, -1.744, 3.085], [-3.315, -3.779, 1.084], [-0.981, 0.997, 3.672], [7.976, 3.579, 3.788], [-2.535, 0.149, -0.544], [0.200, -0.982, 0.349], [-1.718, -5.159, -1.844], [3.737, 0.994, 2.061], [5.140, 4.647, -5.290], [0.670, -0.006, -6.733], [5.714, -1.505, -1.356], [-1.479, 1.280, -3.247], [4.466, 1.210, 5.306], [-3.080, -3.183, -4.516], [-2.470, 0.483, 1.245], [-4.447, -1.654, -0.772], [-4.632, -1.025, -4.176], [-5.239, -2.338, -1.079], [3.371, -3.568, -2.616], [6.988, 4.326, 1.751], [2.624, 3.779, 3.388], [-9.155, -0.651, 7.056], [-8.979, -0.562, 5.984], [-2.029, -3.463, -4.450], [0.162, 1.738, 3.647], [0.059, 2.741, 3.234], [3.924, -2.031, -0.319], [-4.462, 4.106, -3.775], [3.815, 0.663, 3.086], [-4.480, 0.501, 3.999], [-3.653, -3.833, -3.854], [5.439, 2.877, -1.705], [0.444, 0.486, 5.548], [3.368, -0.064, -4.163], [-1.766, 2.320, -3.193], [-5.579, -2.140, -2.095], [5.540, 2.122, 1.210], [-9.866, -0.769, 5.386], [-2.958, 5.929, -3.099], [4.518, 6.371, -5.087], [0.327, 0.118, -1.990], [-0.593, 5.351, -2.427], [8.602, 2.703, 2.297], [-1.142, -4.925, -2.739], [-1.930, 0.139, 0.363], [2.967, -1.312, 2.825], [1.037, 5.487, 3.819], [2.280, 3.647, 1.278], [0.954, 1.212, 3.113], [-1.292, -4.484, -1.101], [-0.001, -1.348, 3.864], [4.758, 2.486, 3.710], [-3.809, 1.864, -3.810], [-6.431, -1.296, 6.574], [1.105, 5.100, 2.813], [-3.609, -8.724, 0.268], [3.778, 0.963, -2.883], [2.238, 4.501, -5.619]]
}

***

Question: What is the formula in the first record?
Answer: C3H8ClN3